# 1
Computed, not measured: 2 unconnected molecules or ions with the total composition C4H14N2O, with wB97M-V/def2-TZVPD.

Calculated values
Kohn-Sham gap (alpha / beta)   11.0903 / 4.8746 eV
LUMO level (alpha / beta)   -2.993 / -8.598 eV
Multiplicity   2
Net charge   +1
HOMO energy (alpha / beta)   -0.5176 / -0.4951 Ha
Energy above the lowest of the compared OMol25 structures with the same formula, charge and spin   134.4 kJ/mol
Energy   -345.19286 a.u.

Bonds (Å) are listed after each position.
Geometry (Å):
1 C -0.937 -0.552 1.255  O2 1.407, C3 1.530, H5 1.096, H6 1.092
2 O -1.982 -0.585 2.197  C1 1.407, H7 0.960
3 C 0.150 0.300 1.912  C1 1.530, N4 1.437, H8 1.109, H9 1.090
4 N 1.271 0.573 1.055  C3 1.437, H10 1.023, H11 1.041
5 H -0.556 -1.567 1.094  C1 1.096
6 H -1.237 -0.098 0.307  C1 1.092
7 H -2.792 -0.862 1.763  O2 0.960
8 H -0.333 1.263 2.176  C3 1.109
9 H 0.467 -0.180 2.838  C3 1.090
10 H 1.961 1.120 1.576  N4 1.023
11 H 0.991 1.104 0.203  N4 1.041
12 C 1.572 -0.493 -1.827  N13 1.465, H15 1.097, H16 1.090, H17 1.090
13 N 0.633 0.627 -1.924  C12 1.465, C14 1.464, H18 1.017
14 C -0.672 0.154 -2.389  N13 1.464, H19 1.098, H20 1.088, H21 1.089
15 H 1.179 -1.186 -1.073  C12 1.097
16 H 1.688 -1.015 -2.777  C12 1.090
17 H 2.535 -0.167 -1.431  C12 1.090
18 H 0.969 1.259 -2.646  N13 1.017
19 H -0.601 -0.368 -3.353  C14 1.098
20 H -1.387 0.962 -2.529  C14 1.088
21 H -1.106 -0.561 -1.692  C14 1.089

These are the Mulliken partial charges, in e, on atoms 1 to 6: number 1, C, carries -0.172; number 2, O, carries -0.518; number 3, C, carries -0.512; number 4, N, carries -0.090; number 5, H, carries 0.288; number 6, H, carries 0.145


# 2
Computed, not measured: 2 unconnected molecules or ions with the total composition C4H14N2O, with wB97M-V/def2-TZVPD.

Calculated values
Kohn-Sham gap (alpha / beta)   11.4634 / 6.3054 eV
LUMO level (alpha / beta)   -3.148 / -8.299 eV
Multiplicity   2
Net charge   +1
HOMO energy (alpha / beta)   -0.5369 / -0.5367 Ha
Energy above the lowest of the compared OMol25 structures with the same formula, charge and spin   109.4 kJ/mol
Energy   -345.20240 a.u.

Bonds (Å) are listed after each position.
Geometry (Å):
1 N -0.312 0.191 1.391  C4 1.428, H7 1.005, H8 1.010
2 C -0.991 1.317 -1.761  C3 1.528, H9 1.088, H10 1.102, H11 1.117
3 C 0.029 1.442 -0.630  C2 1.528, C4 1.535, H12 1.125, H13 1.145
4 C 0.343 0.142 0.123  N1 1.428, C3 1.535, C5 1.630, H14 1.112
5 C 1.953 -0.064 0.272  C4 1.630, N6 1.418, H15 1.123, H16 1.106
6 N 2.323 -1.227 0.995  C5 1.418, H17 1.039, H18 1.063
7 H -0.058 0.969 1.974  N1 1.005
8 H -0.299 -0.713 1.842  N1 1.010
9 H -1.813 0.674 -1.454  C2 1.088
10 H -1.561 2.219 -2.040  C2 1.102
11 H -0.471 0.913 -2.664  C2 1.117
12 H -0.235 2.261 0.095  C3 1.125
13 H 0.985 1.935 -1.023  C3 1.145
14 H 0.075 -0.878 -0.232  C4 1.112
15 H 2.448 -0.068 -0.736  C5 1.123
16 H 2.332 0.731 0.942  C5 1.106
17 H 2.136 -2.185 0.640  N6 1.039
18 H 1.868 -1.296 1.953  N6 1.063
19 H -3.587 -2.507 -0.201  O21 0.958
20 H -2.300 -1.566 0.124  O21 0.956
21 O -2.863 -2.291 0.390  H19 0.958, H20 0.956

These are the Mulliken partial charges, in e, on atoms 1 to 6: number 1, N, carries -0.401; number 2, C, carries -1.135; number 3, C, carries -0.650; number 4, C, carries 0.235; number 5, C, carries -0.776; number 6, N, carries -0.429


# 3
Computed, not measured: 2 unconnected molecules or ions with the total composition C4H14N2O, with wB97M-V/def2-TZVPD.

Calculated values
Kohn-Sham gap (alpha / beta)   10.6741 / 6.0975 eV
LUMO level (alpha / beta)   -2.976 / -7.469 eV
Multiplicity   2
Net charge   +1
HOMO energy (alpha / beta)   -0.5016 / -0.4986 Ha
Energy above the lowest of the compared OMol25 structures with the same formula, charge and spin   42.6 kJ/mol
Energy   -345.22784 a.u.

Bonds (Å) are listed after each position.
Geometry (Å):
1 C -2.368 -1.202 1.576  N2 1.424, H7 1.099, H8 1.080, H9 1.091
2 N -1.729 -1.046 0.313  C1 1.424, C4 1.430, H10 1.021
3 C 0.397 -2.273 0.619  C4 1.524, H11 1.078, H12 1.084, H13 1.090
4 C -0.330 -1.077 0.016  N2 1.430, C3 1.524, C5 1.549, H14 1.099
5 C 0.324 0.307 0.252  C4 1.549, N6 1.452, H15 1.100, H16 1.093
6 N 1.451 0.409 -0.657  C5 1.452, H17 1.012, H18 1.020
7 H -2.085 -0.350 2.210  C1 1.099
8 H -2.040 -2.150 1.975  C1 1.080
9 H -3.438 -1.134 1.374  C1 1.091
10 H -2.241 -0.411 -0.302  N2 1.021
11 H 1.379 -1.922 0.892  C3 1.078
12 H -0.079 -2.732 1.478  C3 1.084
13 H 0.559 -2.976 -0.198  C3 1.090
14 H -0.305 -1.261 -1.067  C4 1.099
15 H 0.648 0.435 1.295  C5 1.100
16 H -0.378 1.090 -0.045  C5 1.093
17 H 1.856 1.336 -0.694  N6 1.012
18 H 2.199 -0.225 -0.372  N6 1.020
19 H 1.981 5.578 -2.274  O21 0.963
20 H 2.432 4.769 -3.540  O21 0.960
21 O 1.767 4.837 -2.851  H19 0.963, H20 0.960

These are the Mulliken partial charges, in e, on atoms 1 to 6: number 1, C, carries -0.727; number 2, N, carries -0.055; number 3, C, carries -1.118; number 4, C, carries 0.309; number 5, C, carries -0.644; number 6, N, carries -0.572


# 4
Computed, not measured: 2 unconnected molecules or ions with the total composition C4H14N2O, with wB97M-V/def2-TZVPD.

Calculated values
Kohn-Sham gap   11.8011 eV
LUMO level   -6.658 eV
Net charge   +2
HOMO energy   -0.6784 Ha
Energy above the lowest of the compared OMol25 structures with the same formula, charge and spin   79.3 kJ/mol
Energy   -344.91972 a.u.

Bonds (Å) are listed after each position.
Geometry (Å):
1 C -1.280 -0.465 1.122  C2 1.534, N6 1.548, H7 1.086, H8 1.084
2 C 0.142 -0.306 0.570  C1 1.534, C3 1.497, H9 1.095, H10 1.080
3 C 0.371 -0.656 -0.868  C2 1.497, C4 1.312, N5 1.490
4 C -0.265 -1.569 -1.562  C3 1.312, H11 1.078, H12 1.078
5 N 1.436 0.144 -1.533  C3 1.490, H13 1.034, H14 1.011, H15 1.026
6 N -1.260 -0.638 2.660  C1 1.548, H16 1.018, H17 1.019, H18 1.019
7 H -1.973 0.332 0.869  C1 1.086
8 H -1.616 -1.443 0.800  C1 1.084
9 H 0.532 0.681 0.842  C2 1.095
10 H 0.774 -0.900 1.216  C2 1.080
11 H -0.124 -1.710 -2.622  C4 1.078
12 H -1.053 -2.176 -1.146  C4 1.078
13 H 1.732 0.954 -0.961  N5 1.034
14 H 1.112 0.601 -2.375  N5 1.011
15 H 2.162 -0.472 -1.915  N5 1.026
16 H -1.878 -1.436 2.793  N6 1.018
17 H -0.334 -0.760 3.067  N6 1.019
18 H -1.756 0.122 3.124  N6 1.019
19 H 0.186 2.921 -1.436  O21 0.971
20 H 1.252 3.407 -0.415  O21 0.965
21 O 0.728 2.642 -0.680  H19 0.971, H20 0.965

These are the Mulliken partial charges, in e, on atoms 1 to 6: number 1, C, carries -0.518; number 2, C, carries -0.554; number 3, C, carries 0.460; number 4, C, carries -1.072; number 5, N, carries -0.233; number 6, N, carries -0.309


# 5
Computed, not measured: 2 unconnected molecules or ions with the total composition C4H14N2O2, with wB97M-V/def2-TZVPD.

Calculated values
Kohn-Sham gap   9.3842 eV
LUMO level   0.742 eV
Net charge   0
HOMO energy   -0.3176 Ha
Energy above the lowest of the compared OMol25 structures with the same formula, charge and spin   342.5 kJ/mol
Energy   -420.67465 a.u.

Bonds (Å) are listed after each position.
Geometry (Å):
1 C -1.145 -0.367 1.196  C2 1.604, N5 1.452, H8 1.147, H9 1.253
2 C -1.625 1.162 1.262  C1 1.604, C3 1.582, O4 1.373, H10 1.158
3 C -2.300 1.708 -0.060  C2 1.582, H11 1.009, H12 1.162, H13 1.103
4 O -2.442 1.079 2.362  C2 1.373, H14 1.046
5 N -0.091 -0.471 0.203  C1 1.452, C6 1.382, H15 1.017
6 C 1.163 0.017 0.516  N5 1.382, N7 1.500, H16 1.115, H17 1.082
7 N 2.339 -0.841 0.156  C6 1.500, H18 1.034, H19 0.974
8 H -1.108 -0.582 2.322  C1 1.147
9 H -1.939 -1.300 0.929  C1 1.253
10 H -0.850 1.935 1.642  C2 1.158
11 H -1.500 1.948 -0.627  C3 1.009
12 H -2.850 2.732 -0.058  C3 1.162
13 H -2.921 0.942 -0.553  C3 1.103
14 H -3.110 1.879 2.268  O4 1.046
15 H 0.105 -1.430 -0.071  N5 1.017
16 H 1.407 1.068 0.233  C6 1.115
17 H 1.210 -0.097 1.590  C6 1.082
18 H 3.030 -0.246 -0.331  N7 1.034
19 H 2.858 -1.264 0.865  N7 0.974
20 H 3.966 -1.917 -5.390  O22 1.049
21 H 3.419 -1.449 -4.052  O22 0.951
22 O 3.191 -2.098 -4.708  H20 1.049, H21 0.951

These are the Mulliken partial charges, in e, on atoms 1 to 6: number 1, C, carries -0.507; number 2, C, carries 0.268; number 3, C, carries -1.238; number 4, O, carries -0.532; number 5, N, carries -0.332; number 6, C, carries -0.336


# 6
Computed, not measured: 3 unconnected molecules or ions with the total composition C4H14N2O2, with wB97M-V/def2-TZVPD.

Calculated values
Kohn-Sham gap   10.1747 eV
LUMO level   0.693 eV
Net charge   0
HOMO energy   -0.3484 Ha
Energy above the lowest of the compared OMol25 structures with the same formula, charge and spin   137.1 kJ/mol
Energy   -420.75287 a.u.

Bonds (Å) are listed after each position.
Geometry (Å):
1 C -0.949 0.783 -1.676  C2 1.535, H7 1.069, H8 1.118, H9 1.100
2 C 0.567 0.709 -1.449  C1 1.535, C3 1.563, H10 1.099, H11 1.126
3 C 1.066 0.762 0.031  C2 1.563, N6 1.447, H12 1.081, H13 1.080
4 N -1.277 1.871 1.457  C5 1.412, H14 1.002, H15 1.003
5 C -0.892 0.513 1.476  N4 1.412, N6 1.255, H16 1.100
6 N 0.118 0.070 0.877  C3 1.447, C5 1.255
7 H -1.545 0.006 -1.247  C1 1.069
8 H -1.327 1.718 -1.194  C1 1.118
9 H -1.227 0.822 -2.739  C1 1.100
10 H 0.884 -0.182 -2.008  C2 1.099
11 H 1.012 1.541 -2.065  C2 1.126
12 H 1.299 1.797 0.240  C3 1.081
13 H 2.007 0.231 0.056  C3 1.080
14 H -2.124 2.195 1.030  N4 1.002
15 H -0.660 2.633 1.667  N4 1.003
16 H -1.479 -0.103 2.173  C5 1.100
17 H 1.274 -2.372 2.100  O19 0.960
18 H -0.186 -1.849 1.784  O19 0.973
19 O 0.383 -2.635 1.857  H17 0.960, H18 0.973
20 H 1.523 -2.426 -1.213  O22 0.962
21 H 0.727 -3.035 -0.095  O22 0.972
22 O 0.805 -3.049 -1.063  H20 0.962, H21 0.972

These are the Mulliken partial charges, in e, on atoms 1 to 6: number 1, C, carries -1.261; number 2, C, carries -0.056; number 3, C, carries -0.779; number 4, N, carries -0.457; number 5, C, carries 0.070; number 6, N, carries -0.242